Entry 1:
14
Properties=species:S:1:pos:R:3:nbo_charge:R:1 method="wB97M-V/def2-TZVPD" homo_energy_ev=-8.54 total_charge=0 relative_energy_ev=4.636
C -0.578 -0.215 -1.543 -0.768
C -1.141 0.373 -0.283 0.042
C -0.541 -0.170 0.912 -0.070
O 0.182 -1.395 0.961 -0.729
C 0.502 1.048 0.766 -0.063
O 1.764 0.553 0.467 -0.705
H -0.691 0.455 -2.399 0.235
H 0.462 -0.575 -1.506 0.210
H -1.230 -1.082 -1.744 0.248
H 0.185 1.730 -0.044 0.233
H -1.110 -0.092 1.838 0.198
H -0.003 -1.890 0.156 0.480
H 0.451 1.644 1.684 0.199
H 1.748 -0.384 0.737 0.490


Entry 2:
14
Properties=species:S:1:pos:R:3:nbo_charge:R:1 method="wB97M-V/def2-TZVPD" homo_energy_ev=-8.25 smiles="CCOC=C=O.[H][H]" total_charge=0 relative_energy_ev=3.964
C -2.098 -0.348 -0.573 -0.622
C -0.599 -0.299 -0.368 -0.051
O -0.363 0.746 0.558 -0.503
C 0.881 1.065 1.030 -0.181
C 2.124 0.644 0.885 0.595
O 3.286 0.454 0.918 -0.475
H -2.454 0.611 -0.961 0.216
H -2.601 -0.543 0.379 0.216
H -2.362 -1.138 -1.285 0.214
H -0.223 -1.255 0.023 0.167
H -0.084 -0.098 -1.319 0.168
H 0.839 1.892 1.729 0.241
H 1.931 -0.637 -0.934 0.010
H 1.851 -1.156 -0.408 0.006


Entry 3:
14
Properties=species:S:1:pos:R:3:nbo_charge:R:1 method="wB97M-V/def2-TZVPD" homo_energy_ev=-9.18 total_charge=0 relative_energy_ev=3.768
C -2.034 -0.297 1.155 -0.849
C -0.597 0.109 -1.491 0.087
O 0.335 -0.740 -1.121 -0.520
C 1.648 -0.182 -1.059 0.821
O 2.410 -0.492 -1.917 -0.496
C 1.914 0.677 0.136 -0.745
H -1.496 -1.237 0.998 0.213
H -1.781 0.113 2.134 0.215
H -3.110 -0.477 1.095 0.219
H -1.484 -0.556 -1.608 0.091
H -1.748 0.430 0.388 0.209
H 1.212 1.515 0.167 0.261
H 2.940 1.043 0.068 0.248
H 1.791 0.092 1.053 0.248


Entry 4:
14
Properties=species:S:1:pos:R:3:nbo_charge:R:1 method="wB97M-V/def2-TZVPD" homo_energy_ev=-9.83 smiles="C[C@@H](O)CC=O" total_charge=0 relative_energy_ev=1.165
C -1.536 -0.295 -0.674 -0.628
C -0.320 0.468 -0.148 0.105
O -0.684 1.396 0.866 -0.722
C 0.672 -0.529 0.484 -0.537
C 2.150 -0.250 0.288 0.445
O 2.919 -1.046 -0.201 -0.517
H -2.321 0.380 -1.034 0.207
H -1.245 -0.949 -1.503 0.217
H -1.965 -0.922 0.116 0.214
H 0.159 1.017 -0.974 0.160
H -1.294 2.036 0.473 0.469
H 0.492 -1.544 0.117 0.227
H 0.439 -0.495 1.556 0.248
H 2.533 0.732 0.635 0.111


Entry 5:
14
Properties=species:S:1:pos:R:3:nbo_charge:R:1 method="wB97M-V/def2-TZVPD" homo_energy_ev=-9.69 smiles="CO[C@@H](C)C=O" total_charge=0 relative_energy_ev=2.833
C 1.911 0.131 -0.363 -0.292
O 0.795 -0.714 -0.161 -0.533
C -0.651 -0.011 -0.288 -0.001
C -1.686 -1.054 0.092 -0.642
C -0.385 1.087 0.653 0.385
O 0.335 2.011 0.312 -0.524
H 2.286 0.154 -1.398 0.170
H 1.548 1.174 -0.145 0.230
H 2.709 -0.024 0.382 0.185
H -0.716 0.328 -1.324 0.207
H -1.297 -2.003 -0.279 0.244
H -1.823 -1.131 1.178 0.215
H -2.676 -0.894 -0.362 0.227
H -0.609 0.916 1.717 0.128


Entry 6:
14
Properties=species:S:1:pos:R:3:nbo_charge:R:1 method="wB97M-V/def2-TZVPD" homo_energy_ev=-10.31 smiles="C=CC(C)=O.O" total_charge=0 relative_energy_ev=1.434
C -0.523 0.911 -1.349 -0.371
C -0.701 0.276 -0.194 -0.290
O -0.182 -2.344 -1.693 -0.955
C 0.458 -0.094 0.683 0.571
O 1.304 -0.898 0.341 -0.546
C 0.535 0.661 1.987 -0.716
H 0.475 1.141 -1.717 0.208
H -1.363 1.234 -1.959 0.210
H -0.491 -1.518 -2.079 0.461
H -1.694 0.057 0.197 0.227
H 0.528 -2.043 -1.104 0.485
H 0.818 1.696 1.758 0.243
H 1.277 0.216 2.651 0.240
H -0.441 0.703 2.480 0.231


Entry 7:
14
Properties=species:S:1:pos:R:3:nbo_charge:R:1 method="wB97M-V/def2-TZVPD" homo_energy_ev=-9.85 smiles="C=C[C@@]1(O)CO1.[H][H]" total_charge=0 relative_energy_ev=3.403
C -1.584 -1.254 0.185 -0.360
C -0.872 -0.209 0.587 -0.222
O 1.413 -0.029 1.439 -0.491
C 1.313 1.165 0.652 -0.138
C 0.579 -0.054 0.296 0.433
O 0.995 -0.858 -0.744 -0.692
H -1.130 -2.037 -0.415 0.214
H -2.632 -1.359 0.449 0.203
H -1.130 0.551 -1.993 0.007
H -1.312 0.580 1.194 0.210
H 2.217 1.416 0.095 0.181
H 0.818 2.007 1.137 0.185
H -0.803 1.130 -2.325 -0.012
H 1.961 -0.858 -0.744 0.483


Entry 8:
14
Properties=species:S:1:pos:R:3:nbo_charge:R:1 method="wB97M-V/def2-TZVPD" homo_energy_ev=-9.87 smiles="CC(=O)CCO" total_charge=0 relative_energy_ev=1.004
C 2.000 -0.067 -0.094 -0.712
C 0.607 0.446 -0.254 0.618
O 0.390 1.637 -0.407 -0.573
C -0.465 -0.618 -0.381 -0.549
C -1.576 -0.180 0.573 -0.048
O -2.083 1.075 0.217 -0.728
H 2.093 -0.800 0.718 0.232
H 2.116 -0.542 -1.064 0.240
H 2.687 0.768 0.045 0.237
H -0.837 -0.658 -1.414 0.243
H -0.085 -1.620 -0.128 0.217
H -1.146 -0.182 1.593 0.148
H -2.397 -0.898 0.547 0.185
H -1.303 1.639 0.048 0.489


Entry 9:
14
Properties=species:S:1:pos:R:3:nbo_charge:R:1 method="wB97M-V/def2-TZVPD" homo_energy_ev=-8.51 smiles="C=CC.O=CO" total_charge=0 relative_energy_ev=2.429
C -2.005 0.815 0.743 -0.660
C -1.684 2.250 0.556 -0.139
C -0.554 2.832 0.118 -0.445
H -1.256 0.190 0.272 0.227
H -2.094 0.607 1.806 0.225
H -3.019 0.549 0.405 0.209
H -2.485 2.903 0.944 0.175
H -0.223 3.697 0.667 0.204
H -0.070 2.406 -0.747 0.203
O 0.868 -0.968 -0.906 -0.556
C 1.734 -1.605 -0.412 0.649
O 1.643 -2.935 -0.136 -0.704
H 2.676 -1.162 -0.075 0.116
H 1.172 -3.374 -0.853 0.496